Here is 2 unconnected molecules or ions with the total composition C4H12 in a non-equilibrium geometry from the OMol25 dataset. Energies are from the ωB97M-V functional and the def2-TZVPD basis.

Cartesian coordinates (Å):
C (-1.98049, 1.26700, 0.65210)
C (-1.55058, 0.98714, -0.82246)
H (-1.60251, 0.52328, 1.34791)
H (-1.61433, 2.29221, 0.82654)
H (-3.05565, 1.34196, 0.83113)
H (-1.72517, -0.07280, -0.97281)
H (-2.20164, 1.60499, -1.43796)
H (-0.52665, 1.33378, -0.88080)
C (1.03620, -0.94763, -0.09392)
C (2.52078, -1.31495, 0.24535)
H (0.85154, 0.04935, -0.44925)
H (0.49667, -1.67430, -0.70400)
H (0.59867, -1.05616, 0.90394)
H (2.82648, -1.11494, 1.26831)
H (3.11458, -0.66022, -0.40136)
H (2.71765, -2.30066, -0.15553)

Force components x, y, z for each atom (eV/Å):
C 0.056 1.019 -0.638
C -1.350 0.307 1.827
H 0.362 0.236 0.114
H 0.069 -0.491 0.717
H -0.056 -0.287 -0.389
H 0.432 -0.033 -0.728
H 0.188 -0.195 -0.412
H 0.068 -0.374 -0.567
C 0.331 -1.123 2.152
C -0.456 1.179 -2.397
H 0.300 0.203 -0.104
H 0.400 0.086 -0.247
H -0.785 0.372 -0.249
H -0.207 -0.399 0.023
H 0.389 -0.078 0.240
H 0.260 -0.423 0.658

Calculated values
**Charge**: 0
**Gap between HOMO and LUMO**: 12.55 eV
**Total energy**: -4341.8517 eV
**SMILES string**: CC.CC
**Energy above the lowest of the compared OMol25 structures with the same formula, charge and spin**: 15.60 kcal per mole

Here are the natural (NBO) charges for atoms 1 to 8, given in e:
1 C -0.605
2 C -0.603
3 H 0.203
4 H 0.197
5 H 0.200
6 H 0.205
7 H 0.204
8 H 0.201

Here is a molecular structure, C4H5FN2S in a non-equilibrium geometry from the OMol25 dataset. Energies are from the ωB97M-V functional and the def2-TZVPD basis.

Cartesian coordinates (Å):
C (-1.90721, -1.05974, -0.07583)
C (-0.60831, -0.35932, -0.09977)
C (1.46668, 0.17568, -0.04569)
C (-0.44648, 1.08255, -0.20175)
H (-2.57157, -1.69775, -1.01755)
H (-2.60452, -0.09487, 0.11429)
H (-1.85769, -1.81179, 0.70169)
H (3.68618, -1.17968, 0.80795)
H (1.45294, 2.25423, 0.26508)
N (0.61653, -0.85182, -0.14679)
N (0.84932, 1.34529, -0.07864)
F (-1.38889, 1.94096, -0.05170)
S (3.31302, 0.25625, -0.17129)

Force components x, y, z for each atom (eV/Å):
C -3.581 0.850 -1.631
C -0.156 3.619 -2.335
C 2.084 -2.801 -0.568
C -1.418 -4.374 0.995
H 2.810 2.118 2.147
H 0.844 -2.809 0.155
H -0.513 0.186 0.475
H -1.011 3.452 -2.213
H -2.685 -2.837 -1.458
N 2.981 -0.395 0.603
N 2.857 4.548 1.498
F -1.304 2.165 0.032
S -0.908 -3.720 2.300

Calculated values
**Charge**: 0
**Gap between HOMO and LUMO**: 7.60 eV
**Total energy**: -20758.2347 eV
**Energy above the lowest of the compared OMol25 structures with the same formula, charge and spin**: 86.61 kcal per mole

Here are the natural (NBO) charges for atoms 1 to 8, given in e:
1 C -0.638
2 C 0.029
3 C 0.196
4 C 0.461
5 H 0.221
6 H 0.226
7 H 0.229
8 H 0.194

Here is a single C4H8O2 molecule in a non-equilibrium geometry from the OMol25 dataset. Energies are from the ωB97M-V functional and the def2-TZVPD basis.

Cartesian coordinates (Å):
C (1.11037, -0.98845, -0.63261)
C (-0.12000, -0.61354, 0.16477)
C (0.02110, 0.42031, 1.28624)
O (-1.11734, 1.15960, 0.79344)
C (-1.12371, 0.39842, -0.42145)
O (-0.61179, 1.28406, -1.36541)
H (0.86917, -1.70420, -1.42448)
H (1.85225, -1.45382, 0.02595)
H (1.55790, -0.10492, -1.09856)
H (-0.65223, -1.49489, 0.53234)
H (-0.19509, 0.09403, 2.30035)
H (0.97088, 0.98287, 1.27309)
H (-0.44589, 1.99780, -0.71914)
H (-2.11564, 0.02272, -0.71454)

Force components x, y, z for each atom (eV/Å):
C 0.017 -0.032 -0.026
C 0.061 -0.119 0.082
C 0.146 -0.186 0.433
O -0.330 -0.160 0.385
C -0.177 -0.149 0.095
O 0.017 0.173 0.014
H 0.030 0.094 0.082
H -0.066 0.056 -0.122
H -0.072 -0.127 0.091
H 0.069 0.036 -0.095
H 0.227 -0.171 0.094
H -0.405 0.031 -0.080
H 0.254 0.352 -1.012
H 0.231 0.200 0.058

Calculated values
**Charge**: 0
**Gap between HOMO and LUMO**: 11.25 eV
**Total energy**: -8371.4502 eV
**SMILES string**: C[C@H]1CO[C@H]1O
**Energy above the lowest of the compared OMol25 structures with the same formula, charge and spin**: 42.24 kcal per mole

Here are the natural (NBO) charges for atoms 1 to 8, given in e:
1 C -0.614
2 C -0.283
3 C -0.065
4 O -0.545
5 C 0.378
6 O -0.724
7 H 0.216
8 H 0.211

Here is a molecular structure, C25H21BF2IN4OSW in a non-equilibrium geometry from the OMol25 dataset. Energies are from the ωB97M-V functional and the def2-TZVPD basis.

Cartesian coordinates (Å):
W (-0.71319, -0.56765, -0.57598)
C (1.58801, -0.57271, 3.41126)
C (1.01235, -0.83805, 2.06669)
N (0.16571, 0.01877, 1.42673)
N (-0.10961, 1.15199, 1.96776)
C (-0.56126, 2.16458, 2.27626)
O (-2.04088, 0.89846, -0.00341)
C (-1.11461, 3.41006, 2.68641)
C (-0.67204, 4.58063, 2.05958)
C (-1.23436, 5.78586, 2.43900)
C (-2.20485, 5.81441, 3.43341)
C (-2.63328, 4.64795, 4.05548)
C (-2.09746, 3.42906, 3.67991)
C (1.26644, -2.00425, 1.32038)
C (2.12432, -3.02038, 1.78877)
C (2.36089, -4.12484, 1.01807)
C (1.74822, -4.22417, -0.23144)
C (0.91382, -3.21312, -0.64621)
N (0.65101, -2.11692, 0.09773)
H (1.17156, 0.32826, 3.85606)
H (2.67244, -0.44846, 3.36128)
H (1.38018, -1.40108, 4.09039)
H (0.09565, 4.53696, 1.29992)
H (-0.90868, 6.70354, 1.96966)
H (-2.63438, 6.76261, 3.72863)
H (-3.38847, 4.68839, 4.82775)
H (-2.42689, 2.50908, 4.14184)
H (2.59104, -2.91106, 2.75652)
H (3.01860, -4.90617, 1.37426)
H (1.90830, -5.07081, -0.88177)
H (0.43606, -3.27796, -1.60659)
F (-1.13135, -2.75193, -3.15109)
B (-1.40411, -1.82336, -2.25447)
F (-2.64909, -1.29285, -2.21872)
S (1.41942, 0.24596, -1.40390)
C (2.52339, -1.07394, -1.82061)
C (2.38952, -1.73765, -3.03730)
C (3.26328, -2.75771, -3.37605)
C (4.28023, -3.12240, -2.50318)
C (4.42498, -2.45382, -1.29574)
C (3.55210, -1.43278, -0.95542)
H (1.59740, -1.45218, -3.71903)
H (3.15288, -3.26635, -4.32473)
H (4.96519, -3.91592, -2.77052)
H (5.22336, -2.72570, -0.61736)
H (3.66518, -0.90789, -0.01483)
I (-2.34205, -2.11088, 1.00309)
C (-2.18952, 1.45917, -1.19400)
C (-3.21449, 2.28278, -1.65153)
C (-3.12797, 2.64834, -2.97921)
C (-2.08998, 2.18924, -3.80660)
C (-1.13782, 1.35327, -3.27900)
N (-1.19776, 1.03302, -1.97563)
H (-4.01796, 2.58883, -0.99974)
H (-3.88596, 3.29359, -3.40387)
H (-2.03596, 2.48383, -4.84362)
H (-0.29751, 0.95736, -3.83340)

Force components x, y, z for each atom (eV/Å):
W 0.679 0.845 0.432
C 0.044 0.034 0.054
C -0.043 -0.106 -0.150
N 0.134 -0.291 -0.227
N -0.121 0.145 0.152
C -0.085 0.106 0.039
O -0.153 -0.053 0.120
C 0.133 -0.104 -0.143
C -0.129 0.057 0.170
C 0.054 -0.052 -0.011
C -0.032 0.053 0.017
C 0.019 -0.062 -0.031
C 0.005 0.162 -0.012
C -0.002 0.037 -0.012
C -0.052 0.082 -0.010
C 0.026 -0.081 0.024
C -0.108 0.038 -0.044
C 0.064 0.011 0.219
N 0.078 -0.460 0.015
H -0.004 0.006 -0.012
H 0.006 0.000 -0.002
H -0.006 -0.003 -0.004
H 0.003 -0.025 -0.018
H -0.011 0.005 -0.002
H 0.003 -0.002 0.005
H -0.004 0.006 -0.002
H 0.008 -0.025 -0.016
H -0.010 0.013 0.005
H -0.004 -0.010 -0.010
H 0.002 -0.009 0.012
H -0.035 -0.006 -0.038
F -0.116 0.202 0.189
B 0.087 0.043 0.159
F -0.270 -0.242 -0.546
S -0.142 -0.100 -0.210
C 0.175 -0.078 0.108
C -0.101 0.064 -0.043
C 0.068 -0.059 0.019
C -0.013 0.018 -0.029
C 0.028 -0.007 -0.023
C 0.061 0.134 -0.004
H -0.003 -0.002 0.015
H -0.006 0.001 -0.002
H 0.003 -0.006 0.000
H 0.003 -0.001 0.005
H 0.012 0.012 -0.020
I -0.123 -0.048 -0.107
C -0.022 -0.083 0.270
C 0.219 -0.010 -0.135
C -0.052 0.016 -0.021
C 0.106 -0.053 0.013
C -0.096 0.245 0.139
N -0.227 -0.347 -0.288
H -0.009 0.000 0.008
H -0.009 0.009 0.017
H -0.020 0.004 -0.003
H -0.014 -0.024 -0.030

Calculated values
**Multiplicity**: 3
**Expectation value of S²**: 2.028
**Charge**: +1
**Gap between HOMO and LUMO (alpha / beta)**: 5.35 / 7.03 eV
**Total energy**: -61142.9980 eV
**Energy above the lowest of the compared OMol25 structures with the same formula, charge and spin**: 0.00 kcal per mole

Here are the natural (NBO) charges for atoms 1 to 8, given in e:
1 W 1.122
2 C -0.673
3 C 0.225
4 N -0.407
5 N -0.049
6 C 0.493
7 O -0.705
8 C -0.144